<a>
C3H2N2O | ωB97M-V/def2-TZVPD

Calculated values
gap between HOMO and LUMO (spin up / spin down): 8.8 / 7.7 eV
LUMO (spin up / spin down): -0.618 / -1.680 eV

```
! wB97M-V def2-TZVPD RIJCOSX def2/J DEFGRID3
* xyz 0 1
O -1.348 -0.183 0.854
C -0.169 0.271 0.343
C -0.272 1.481 -0.404
N -0.267 2.514 -0.942
C 0.784 -0.712 -0.168
N 1.773 -1.422 -0.087
H -1.159 -0.741 1.623
H 0.658 -1.207 -1.217
*
```

<b>
C3H2N2O | ωB97M-V/def2-TZVPD

Calculated values
gap between HOMO and LUMO (spin up / spin down): 7.7 / 8.1 eV
LUMO (spin up / spin down): -2.766 / -2.480 eV

```
! wB97M-V def2-TZVPD RIJCOSX def2/J DEFGRID3
* xyz 0 1
C -0.789 0.700 -0.027
C -0.960 -0.683 -0.022
C 1.353 -0.044 -0.007
N 0.443 1.089 -0.021
N 0.695 -1.207 -0.020
O 2.545 0.127 0.059
H -1.570 1.446 -0.013
H -1.717 -1.428 0.050
*
```

<c>
C3H2N2O | ωB97M-V/def2-TZVPD

Calculated values
gap between HOMO and LUMO: 11.6 eV
LUMO: -0.422 eV

```
! wB97M-V def2-TZVPD RIJCOSX def2/J DEFGRID3
* xyz 0 1
C 0.100 0.351 0.353
C 0.935 -0.753 0.045
C -1.201 -0.195 -0.073
H 0.405 1.589 -1.216
H -0.167 0.095 1.465
N 1.610 -1.659 -0.211
N -2.099 -1.049 -0.187
O 0.418 1.621 -0.176
*
```

Least stable structure: <a>

<a>
C2H3N2O2 | ωB97M-V/def2-TZVPD

Calculated values
gap between HOMO and LUMO: 8.1 eV
LUMO: 4.319 eV

```
! wB97M-V def2-TZVPD RIJCOSX def2/J DEFGRID3
* xyz -1 1
C 0.418 -0.361 0.014
C -0.885 0.097 -0.096
N -2.148 -0.653 0.316
N -3.159 0.012 -0.010
O -4.238 -0.654 -0.084
O -3.228 1.242 -0.174
H 1.267 0.207 -0.329
H 0.854 -1.311 0.362
H -1.164 1.088 -0.643
*
```

<b>
C2H3N2O2 | ωB97M-V/def2-TZVPD

Calculated values
gap between HOMO and LUMO (spin up / spin down): 5.9 / 5.9 eV
LUMO (spin up / spin down): 4.246 / 4.246 eV

```
! wB97M-V def2-TZVPD RIJCOSX def2/J DEFGRID3
* xyz -1 1
C -0.265 -0.915 1.593
C -0.159 0.494 -1.245
N 0.723 -0.291 1.379
N 1.576 0.127 0.497
O -1.110 -1.371 2.302
O 0.936 1.043 -0.473
H -0.810 -0.175 -0.498
H -0.040 -0.153 -2.141
H -0.850 1.242 -1.414
*
```

Least stable structure: <b>

<a>
CHIS2 | ωB97M-V/def2-TZVPD

Calculated values
gap between HOMO and LUMO: 9.4 eV
LUMO: -0.143 eV

```
! wB97M-V def2-TZVPD RIJCOSX def2/J DEFGRID3
* xyz 0 1
C 1.344 -0.254 -0.165
S 1.718 0.848 0.880
S 0.932 -1.365 -1.164
I -2.190 0.663 -0.487
H -1.804 0.109 0.936
*
```

<b>
CHIS2 | ωB97M-V/def2-TZVPD

Calculated values
gap between HOMO and LUMO: 9.5 eV
LUMO: -0.169 eV

```
! wB97M-V def2-TZVPD RIJCOSX def2/J DEFGRID3
* xyz 0 1
C -2.336 -2.699 1.598
S -1.337 -3.748 1.021
S -3.234 -1.491 1.883
I -0.822 0.719 -1.123
H 0.498 -0.049 -1.065
*
```

Least stable structure: <b>

<a>
C5H15NP | ωB97M-V/def2-TZVPD

Calculated values
gap between HOMO and LUMO: 10.6 eV
LUMO: -2.890 eV

```
! wB97M-V def2-TZVPD RIJCOSX def2/J DEFGRID3
* xyz 1 1
C 1.561 -1.326 -0.823
C -0.812 0.306 -2.179
C -1.925 -0.080 2.046
C 0.914 1.582 1.173
C 0.475 -1.292 0.297
N -0.662 0.976 -0.912
P -0.267 0.326 0.548
H 2.119 -0.379 -0.866
H 2.373 -2.046 -0.709
H 1.104 -1.611 -1.694
H -0.901 -0.688 -2.033
H -1.457 0.650 -2.926
H 0.177 0.408 -2.602
H -1.820 -1.132 2.365
H -2.821 -0.090 1.460
H -1.677 0.706 2.756
H 0.920 2.466 0.446
H 1.859 1.005 1.123
H 0.770 1.806 2.283
H 1.205 -1.443 1.152
H -0.300 -2.111 -0.005
H -0.834 1.967 -0.899
*
```

<b>
C5H15NP | ωB97M-V/def2-TZVPD

Calculated values
gap between HOMO and LUMO: 7.8 eV
LUMO: -4.691 eV

```
! wB97M-V def2-TZVPD RIJCOSX def2/J DEFGRID3
* xyz 1 1
C 3.151 1.289 0.283
C -3.761 -0.789 -0.389
C 2.559 0.126 -0.601
C 2.007 -1.077 0.227
C 0.637 -0.845 0.665
N -0.102 -0.118 -0.118
P -3.490 0.956 0.261
H 2.362 1.614 1.006
H 3.385 2.119 -0.358
H 4.060 1.046 0.912
H -4.893 -0.880 -0.439
H -3.330 -1.695 -0.057
H -3.442 -0.581 -1.408
H 1.840 0.646 -1.210
H 3.449 -0.346 -1.128
H 1.928 -1.801 -0.664
H 2.587 -1.436 1.161
H 0.328 -1.229 1.708
H -1.088 0.172 0.135
H 0.349 -0.001 -0.994
H -4.131 1.189 1.457
H -4.403 1.642 -0.450
*
```

Least stable structure: <b>

<a>
C47H55F2MnN2O3PS | ωB97M-V/def2-TZVPD

Calculated values
gap between HOMO and LUMO (spin up / spin down): 6.7 / 6.0 eV
LUMO (spin up / spin down): -2.644 / -3.349 eV

```
! wB97M-V def2-TZVPD RIJCOSX def2/J DEFGRID3
* xyz 1 5
Mn -0.229 0.180 0.141
F -0.509 6.374 -1.260
C -0.784 5.126 -0.850
C 0.204 4.288 -0.543
C -0.409 3.034 -0.075
C -2.348 2.439 0.115
C -2.919 3.764 -0.442
F -4.249 3.844 -0.584
C -2.238 4.864 -0.808
C -3.138 1.165 0.451
C -4.627 1.231 0.321
C -5.543 0.278 0.143
C -5.347 -1.163 -0.002
C -4.211 -1.805 -0.238
N -2.916 -1.273 -0.452
H 1.257 4.527 -0.624
H -2.850 5.692 -1.142
H -5.034 2.221 0.477
H -6.579 0.602 0.165
H -6.227 -1.787 0.119
H -4.256 -2.885 -0.367
C -0.972 3.837 4.102
C -0.120 2.760 3.401
C 0.407 1.779 4.446
C -0.955 2.111 2.308
C -1.476 0.891 2.419
C -2.634 0.339 1.652
C -3.654 -0.221 2.656
C -3.084 -1.352 3.519
C -4.184 0.902 3.553
C -2.318 -0.109 0.227
C -1.179 2.229 -0.849
C -1.308 2.984 1.158
C -1.281 2.231 -2.361
C -2.692 1.857 -2.822
C -0.260 1.323 -3.047
C -2.416 -1.675 -1.722
C -3.311 -1.651 -2.801
C -2.959 -2.071 -4.068
C -1.676 -2.550 -4.297
C -0.791 -2.601 -3.238
C -1.123 -2.178 -1.945
P 0.054 -2.303 -0.554
C 1.774 -2.540 -1.347
C 2.190 -3.897 -1.957
C 1.870 -1.460 -2.444
C 2.781 -2.294 -0.200
C -0.396 -3.948 0.265
C -0.854 -5.000 -0.746
C 0.736 -4.496 1.146
C -1.557 -3.635 1.215
H -0.467 4.170 5.013
H -1.949 3.435 4.385
H -1.133 4.722 3.481
H 0.727 3.256 2.932
H -0.411 1.365 5.045
H 1.076 2.304 5.132
H 0.955 0.952 3.995
H -1.171 0.280 3.265
H -4.498 -0.613 2.111
H -2.609 -0.969 4.428
H -2.346 -1.936 2.977
H -3.879 -2.031 3.831
H -3.379 1.358 4.136
H -4.919 0.503 4.259
H -4.671 1.686 2.966
H -1.523 3.985 1.526
H -1.071 3.255 -2.680
H -2.997 0.904 -2.389
H -2.717 1.762 -3.913
H -3.438 2.606 -2.544
H -0.533 0.277 -2.867
H 0.752 1.510 -2.683
H -0.273 1.482 -4.128
H -4.308 -1.265 -2.624
H -3.684 -2.019 -4.876
H -1.375 -2.894 -5.278
H 0.184 -3.013 -3.430
H 1.586 -4.237 -2.792
H 2.191 -4.685 -1.208
H 3.222 -3.804 -2.317
H 2.018 -1.874 -3.433
H 3.906 -1.040 -2.289
H 1.053 -0.767 -2.479
H 2.807 -3.171 0.435
H 2.534 -1.447 0.434
H 3.805 -2.177 -0.580
H -0.065 -5.321 -1.426
H -1.702 -4.656 -1.340
H -1.179 -5.881 -0.182
H 1.544 -4.956 0.579
H 0.311 -5.279 1.781
H 1.149 -3.732 1.810
H -2.410 -3.186 0.712
H -1.219 -2.958 1.995
H -1.884 -4.563 1.694
O 3.076 -0.530 -2.297
C 3.096 0.321 -1.114
N 1.907 0.652 -0.597
S 2.219 1.105 0.953
O 1.984 2.498 1.180
O 1.468 0.155 1.771
C 3.942 0.797 0.947
C 4.874 0.924 1.960
C 6.185 0.574 1.676
C 6.536 0.109 0.404
C 5.601 0.001 -0.612
C 4.276 0.355 -0.334
H 4.588 1.284 2.942
H 6.943 0.666 2.443
H 7.567 -0.157 0.206
H 5.916 -0.319 -1.602
*
```

<b>
C47H55F2MnN2O3PS | ωB97M-V/def2-TZVPD

Calculated values
gap between HOMO and LUMO (spin up / spin down): 7.0 / 8.0 eV
LUMO (spin up / spin down): -4.165 / -3.459 eV

```
! wB97M-V def2-TZVPD RIJCOSX def2/J DEFGRID3
* xyz 1 5
Mn -0.012 -0.311 -0.607
F 2.613 -3.183 3.119
C 2.009 -3.189 1.923
C 1.507 -1.996 1.435
C 0.863 -1.965 0.214
C 0.714 -3.158 -0.515
C 1.260 -4.325 0.011
F 1.154 -5.480 -0.668
C 1.915 -4.373 1.225
C -0.012 -3.068 -1.788
C -0.390 -4.119 -2.616
C -1.013 -3.840 -3.821
C -1.236 -2.524 -4.192
C -0.875 -1.532 -3.304
N -0.307 -1.794 -2.125
H 1.594 -1.113 2.044
H 2.324 -5.300 1.600
H -0.191 -5.137 -2.329
H -1.310 -4.652 -4.472
H -1.684 -2.267 -5.140
H -1.028 -0.483 -3.511
C -2.074 -4.156 1.831
C -1.631 -3.287 3.005
C -2.629 -3.420 4.161
C -1.439 -1.829 2.646
C -0.861 -0.956 3.553
C -0.619 0.386 3.265
C -0.265 1.283 4.445
C 0.640 0.651 5.514
C -1.590 1.680 5.119
C -0.944 0.906 1.991
C -1.835 0.112 1.191
C -1.955 -1.257 1.495
C -3.138 0.601 0.475
C -3.431 2.094 0.408
C -3.473 -0.100 -0.858
C -0.451 2.299 1.625
C -1.135 3.390 2.160
C -0.765 4.699 1.910
C 0.339 4.965 1.118
C 1.063 3.909 0.604
C 0.699 2.583 0.840
P 1.784 1.289 0.136
C 2.627 1.624 -1.566
C 3.975 2.358 -1.593
C 1.731 2.366 -2.560
C 2.868 0.205 -2.121
C 3.203 1.230 1.404
C 2.672 0.927 2.797
C 3.867 2.624 1.551
C 4.220 0.142 1.030
H -1.958 -5.210 2.083
H -1.490 -3.957 0.932
H -3.129 -3.992 1.597
H -0.662 -3.657 3.358
H -3.605 -3.033 3.862
H -2.304 -2.872 5.045
H -2.750 -4.467 4.440
H -0.585 -1.331 4.532
H 0.191 2.201 4.078
H 0.053 0.066 6.224
H 1.141 1.433 6.085
H 1.403 -0.004 5.104
H -2.052 0.806 5.582
H -2.305 2.094 4.409
H -1.409 2.421 5.897
H -2.629 -1.845 0.883
H -3.873 0.222 1.192
H -2.642 2.677 -0.049
H -3.622 2.501 1.399
H -4.341 2.240 -0.177
H -2.854 -0.977 -1.056
H -3.361 0.581 -1.697
H -4.511 -0.433 -0.850
H -2.000 3.203 2.780
H -1.348 5.510 2.326
H 0.627 5.982 0.890
H 1.909 4.121 -0.037
H 3.856 3.431 -1.447
H 4.377 2.222 -2.600
H 4.717 1.985 -0.898
H 1.364 3.317 -2.184
H 0.892 1.755 -2.881
H 2.332 2.573 -3.449
H 3.594 -0.363 -1.540
H 3.247 0.296 -3.141
H 1.948 -0.387 -2.176
H 1.945 1.673 3.104
H 3.514 0.979 3.491
H 2.232 -0.059 2.899
H 3.446 3.148 2.406
H 3.764 3.286 0.706
H 4.935 2.487 1.734
H 3.737 -0.812 0.822
H 4.895 -0.006 1.875
H 4.833 0.405 0.171
O -0.933 0.927 -1.773
C -1.299 2.112 -2.140
N -0.953 3.184 -1.519
S -1.461 4.543 -2.289
O -2.361 5.270 -1.448
O -0.315 5.213 -2.835
C -2.333 3.683 -3.566
C -3.077 4.193 -4.606
C -3.690 3.283 -5.461
C -3.558 1.917 -5.247
C -2.798 1.425 -4.191
C -2.163 2.324 -3.351
H -3.191 5.259 -4.741
H -4.285 3.643 -6.289
H -4.061 1.221 -5.905
H -2.751 0.357 -4.026
*
```

Least stable structure: <a>